Here is the molecule C8H13OPS from the Open Molecules 2025 dataset. Energies are from ωB97M-V/def2-TZVPD.

The geometry in XYZ format:
```
24
Properties=species:S:1:pos:R:3:forces:R:3:nbo_charge:R:1
C -0.111 -2.878 1.258 -1.5 -1.9 -0.4 -0.5994
C -0.382 -2.292 -0.080 2.0 1.9 -2.0 -0.3947
C -0.918 -0.870 0.215 0.7 1.5 -1.9 -0.5953
C -2.388 -0.745 0.449 -1.1 -2.3 -0.7 -0.6347
P -0.046 0.487 -0.446 0.3 -0.5 0.4 1.2923
O -0.059 1.715 0.638 -0.5 1.8 0.3 -0.7781
C 0.634 2.915 0.287 -1.7 -4.8 0.3 0.0818
C 1.755 2.775 -0.418 1.1 4.8 0.1 -0.3436
C 2.300 4.103 -0.602 0.8 1.2 0.5 -0.2322
C 1.511 5.060 -0.009 1.5 2.7 -1.0 -0.4588
S 0.082 4.443 0.679 -0.2 0.5 0.3 0.4969
H 0.655 -2.449 1.804 1.8 0.9 0.8 0.2077
H -0.046 -3.979 1.255 0.2 0.4 0.0 0.1971
H -1.025 -2.601 1.750 -0.4 -0.4 1.0 0.2012
H 0.588 -2.106 -0.769 -2.1 -1.1 1.4 0.1892
H -1.113 -2.968 -0.577 0.4 0.8 -0.3 0.2002
H -2.657 -1.556 1.195 0.0 0.7 -0.9 0.2102
H -3.065 -0.864 -0.474 1.0 -0.2 1.1 0.1880
H -2.722 0.132 0.907 -0.2 1.7 0.8 0.2142
H 1.307 0.196 -0.449 0.2 -0.9 -0.1 -0.0727
H 0.134 1.429 -1.611 -1.0 -0.8 0.5 -0.0863
H 2.386 1.996 -0.571 1.0 -2.6 -0.6 0.2331
H 3.325 4.410 -0.979 -1.5 -0.8 0.2 0.2319
H 1.754 6.204 0.000 -0.7 -2.5 0.1 0.2519
```
Positions in Å, forces in eV/Å.

SMILES: CCC(C)=[PH2]Oc1cccs1
E_LUMO: 0.74 eV
HOMO: -7.22 eV
Kohn-Sham gap: 7.960 eV
ΔE to the lowest compared entry with this formula, charge and spin: 447.2 kJ/mol